1.
{"formula": "C37H40Br2ClNO14", "method": "the ωB97M-V functional and the def2-TZVPD basis", "elements": ["C", "C", "C", "C", "C", "C", "Cl", "C", "C", "C", "Br", "C", "C", "Br", "C", "C", "C", "O", "C", "C", "C", "C", "N", "C", "O", "C", "C", "C", "C", "C", "O", "O", "C", "O", "H", "H", "H", "H", "H", "H", "H", "H", "H", "H", "H", "H", "H", "H", "H", "H", "H", "H", "H", "H", "H", "H", "C", "C", "C", "O", "C", "O", "O", "H", "H", "H", "H", "H", "H", "C", "C", "C", "O", "C", "O", "O", "H", "H", "H", "H", "H", "H", "C", "C", "C", "O", "C", "O", "O", "H", "H", "H", "H", "H", "H"], "positions_angstrom": [[-2.39431, 5.96206, -1.48992], [-2.42321, 4.89534, -0.40265], [-2.03346, 3.50324, -0.91796], [-3.25152, 2.62248, -1.27394], [-3.04509, 1.18170, -0.92014], [-3.07376, 0.77313, 0.41308], [-3.38459, 1.94501, 1.65412], [-2.83972, -0.52560, 0.81065], [-2.56955, -1.50750, -0.12581], [-2.24040, -2.86816, 0.32545], [-0.46715, -3.41020, -0.08276], [-3.00955, -3.70784, 0.99721], [-2.61977, -5.07217, 1.46335], [-4.79935, -3.21310, 1.37588], [-2.52725, -1.14139, -1.45948], [-2.75116, 0.18186, -1.84870], [-2.61297, 0.47524, -3.31171], [-3.35541, 1.20862, -3.91556], [-1.49990, -0.26326, -3.98015], [-1.32961, -1.58847, -3.59327], [-0.34843, -2.37711, -4.15635], [0.50089, -1.80860, -5.08167], [1.57793, -2.58172, -5.64208], [1.30107, -3.64337, -6.17937], [1.03369, -4.65263, -6.71820], [0.38858, -0.46664, -5.45875], [1.42238, 0.09888, -6.39339], [2.79346, 0.28261, -5.68908], [-0.64899, 0.30644, -4.92575], [-0.76285, 1.75384, -5.31771], [0.34326, 2.52795, -4.83501], [0.37497, 2.38065, -3.41677], [-2.21744, -2.12664, -2.53217], [-2.63764, -3.25545, -2.53763], [-3.09138, 5.72180, -2.29215], [-1.39841, 6.09346, -1.90760], [-2.70705, 6.92306, -1.08186], [-3.42777, 4.87408, 0.02140], [-1.76769, 5.20034, 0.41257], [-1.47059, 3.64981, -1.83979], [-1.37122, 2.99870, -0.21915], [-3.47854, 2.72364, -2.32708], [-4.13546, 2.97484, -0.74305], [-2.83658, -0.77976, 1.85877], [-1.74148, -5.00680, 2.10379], [-2.36668, -5.69675, 0.60818], [-3.42061, -5.54239, 2.02020], [-0.24668, -3.40639, -3.84478], [1.10861, 1.06790, -6.75479], [1.55625, -0.58530, -7.22507], [3.56424, -0.31200, -6.16776], [3.08115, 1.32905, -5.66174], [2.74474, -0.06130, -4.65562], [-1.68568, 2.20264, -4.97201], [-0.70512, 1.85000, -6.39827], [1.07806, 1.72905, -3.28716], [-7.17329, 1.84917, 5.83283], [-7.58355, 2.78520, 4.70798], [-6.85329, 2.60185, 3.39526], [-6.91254, 3.91592, 2.82718], [-6.98340, 4.80285, 3.85031], [-6.84110, 5.97495, 3.74246], [-7.24208, 4.15493, 5.01162], [-6.33899, 1.21098, 5.53981], [-6.87267, 2.42237, 6.70735], [-7.99797, 1.19982, 6.12133], [-8.66394, 2.75419, 4.55052], [-7.31935, 1.88370, 2.72545], [-5.80410, 2.33623, 3.54389], [5.46884, -2.99939, 1.36894], [4.14965, -2.70800, 0.67522], [4.22844, -1.85920, -0.57550], [2.94716, -1.21808, -0.59579], [2.51866, -1.12316, 0.68991], [1.59749, -0.46459, 1.04451], [3.28991, -1.88398, 1.49656], [6.29859, -2.47852, 0.88855], [5.43019, -2.69355, 2.40913], [5.69357, -4.06413, 1.34623], [3.60222, -3.63123, 0.47169], [4.37425, -2.42991, -1.48923], [5.00009, -1.08964, -0.49373], [9.29337, -1.06587, 6.81503], [8.90643, -1.97536, 5.66100], [8.32127, -1.29133, 4.44372], [7.48179, -2.31455, 3.89211], [7.08770, -3.11565, 4.91611], [6.22788, -3.92880, 4.83754], [7.81474, -2.85044, 6.02292], [9.01976, -0.02878, 6.61888], [8.79238, -1.38318, 7.72707], [10.36693, -1.09460, 6.99161], [9.74230, -2.61579, 5.37164], [9.06276, -0.98192, 3.71167], [7.69464, -0.43937, 4.71747]], "mulliken_charge": [-1.33, -0.59, -0.01, -1.45, -0.55, 0.99, -0.22, -0.86, 0.60, -0.39, -0.06, 0.42, -1.39, -0.14, 0.68, 0.19, -0.36, -0.62, 0.08, 0.65, -1.11, 1.10, -0.51, 0.67, -0.46, 0.45, -1.06, -1.14, 0.58, -1.24, -0.28, -0.24, -0.46, -0.59, 0.31, 0.33, 0.43, 0.30, 0.34, 0.08, 0.40, 0.56, 0.73, 0.65, 0.32, 0.33, 0.42, 0.52, 0.30, 0.57, 0.31, 0.39, 0.16, 0.40, 0.51, 0.31, -1.22, 0.59, -0.55, -0.30, 0.60, -0.53, -0.38, 0.33, 0.32, 0.30, 0.29, 0.29, 0.25, -1.30, 0.64, -0.60, -0.23, 0.53, -0.53, -0.36, 0.31, 0.25, 0.38, 0.23, 0.31, 0.36, -1.21, 0.49, -0.65, -0.25, 0.60, -0.51, -0.38, 0.34, 0.32, 0.30, 0.29, 0.31, 0.36], "energy_ev": -221778.5475, "total_charge": 0, "e_lumo_ha": -0.02471}

---

2.
{"formula": "C37H40N3O2PbS3SbSe4Si", "method": "the ωB97M-V functional and the def2-TZVPD basis", "elements": ["Pb", "C", "C", "S", "C", "C", "S", "C", "C", "S", "H", "H", "H", "H", "H", "H", "H", "H", "H", "H", "H", "H", "Se", "Sb", "Se", "Se", "Se", "C", "C", "C", "C", "C", "N", "C", "O", "N", "C", "C", "C", "C", "N", "C", "C", "C", "H", "H", "H", "H", "H", "H", "H", "H", "H", "H", "H", "H", "H", "O", "Si", "C", "C", "C", "C", "C", "C", "C", "C", "C", "C", "C", "C", "C", "C", "C", "C", "C", "C", "H", "H", "H", "H", "H", "H", "H", "H", "H", "H", "H", "H", "H", "H", "H"], "positions_angstrom": [[0.01185, -0.30754, -0.35205], [0.48362, 1.57103, 3.12988], [0.10030, 0.24487, 3.76175], [0.21045, -1.20593, 2.62984], [-1.44560, -1.95501, 2.84703], [-2.66040, -1.09919, 2.53786], [-2.72169, -0.38101, 0.83503], [-3.05759, 1.38782, 1.17165], [-2.08784, 2.15460, 2.05239], [-0.31869, 2.05805, 1.54992], [0.29761, 2.37510, 3.84453], [1.54194, 1.56841, 2.87170], [0.79740, 0.05291, 4.58020], [-0.90955, 0.26113, 4.16680], [-1.41382, -2.83280, 2.20215], [-1.51328, -2.29514, 3.88186], [-3.54260, -1.73620, 2.62654], [-2.75799, -0.26850, 3.23355], [-3.08685, 1.82066, 0.17135], [-4.05509, 1.44999, 1.61163], [-2.36317, 3.21025, 2.00072], [-2.13707, 1.83526, 3.09124], [-0.86224, -6.14980, -3.49660], [0.03497, -4.38018, -1.92459], [-1.84807, -6.01226, -1.32037], [2.06922, -4.69267, -0.66254], [-0.86175, -2.08449, -2.34797], [0.34989, -5.82992, -6.91336], [1.15286, -5.02173, -5.93705], [2.26540, -5.54987, -5.28892], [3.04214, -4.77920, -4.44220], [2.70821, -3.44936, -4.21955], [3.46029, -2.59869, -3.39850], [4.75696, -2.74344, -3.01840], [5.53490, -3.58450, -3.39316], [5.21759, -1.72884, -2.16315], [4.54758, -0.82180, -1.38033], [5.17792, 0.35846, -0.96333], [4.45708, 1.29026, -0.24399], [3.12394, 1.04392, 0.03465], [2.54123, -0.10196, -0.29112], [3.23301, -1.02114, -0.94417], [1.56258, -2.92625, -4.81315], [0.79651, -3.70524, -5.65768], [0.96364, -6.58311, -7.40470], [-0.09413, -5.18306, -7.66922], [-0.46648, -6.34654, -6.39905], [2.54374, -6.58018, -5.45454], [3.91412, -5.19548, -3.96804], [3.02201, -1.70226, -3.23605], [6.22710, -1.68724, -2.13559], [6.21648, 0.53629, -1.20491], [4.91823, 2.20364, 0.09383], [2.50699, 1.77489, 0.53166], [2.74207, -1.97118, -1.08719], [1.28004, -1.89950, -4.62237], [-0.08780, -3.27469, -6.10900], [-0.21236, 1.20312, -1.91951], [-0.12611, 2.24508, -3.11142], [-0.66983, 3.93829, -2.44011], [-1.17651, 4.01397, -1.14865], [-1.55778, 5.21334, -0.57663], [-1.42887, 6.38939, -1.29508], [-0.94282, 6.33911, -2.58916], [-0.58490, 5.12704, -3.15365], [-1.24674, 1.76832, -4.57314], [-1.38770, 2.55751, -5.71127], [-2.20921, 2.17395, -6.75708], [-2.90674, 0.97917, -6.69383], [-2.77287, 0.17320, -5.57618], [-1.95699, 0.57527, -4.53541], [1.65169, 2.32482, -3.79344], [2.15524, 3.38610, -4.53682], [3.44731, 3.38088, -5.03391], [4.27314, 2.29648, -4.80472], [3.79177, 1.22266, -4.07678], [2.49959, 1.24379, -3.58145], [-1.25820, 3.09579, -0.58329], [-1.95241, 5.24265, 0.43159], [-1.70783, 7.33444, -0.85105], [-0.84386, 7.25412, -3.15763], [-0.23368, 5.12562, -4.17423], [-0.84802, 3.48983, -5.79078], [-2.30543, 2.80680, -7.62978], [-3.54910, 0.67841, -7.50994], [-3.29997, -0.76876, -5.51165], [-1.85931, -0.05540, -3.66031], [1.53658, 4.24619, -4.73535], [3.81318, 4.22185, -5.60730], [5.28149, 2.28390, -5.19435], [4.43885, 0.37139, -3.91258], [2.11884, 0.40899, -3.00720]], "mulliken_charge": [0.05, -0.82, -0.82, 0.10, -0.79, -0.78, 0.11, -0.67, -1.05, 0.32, 0.46, 0.37, 0.55, 0.31, 0.38, 0.46, 0.53, 0.34, 0.26, 0.56, 0.50, 0.59, -0.15, 0.89, -0.41, -0.53, -0.56, -0.98, 0.38, -0.69, -0.45, 0.44, 0.69, 0.22, -0.68, 0.09, -0.04, -0.60, -1.08, -0.11, 0.02, -0.40, -0.53, -0.91, 0.37, 0.36, 0.16, 0.35, 0.44, -0.38, 0.29, 0.41, 0.47, 0.41, 0.74, 0.59, 0.42, 1.67, -1.39, 0.65, 0.64, -0.33, -0.67, -0.91, -0.33, 0.61, -0.38, -0.68, -0.46, -0.67, 0.07, -0.36, -0.32, -0.89, -0.95, -0.18, 1.47, -0.42, 0.32, 0.38, 0.42, 0.02, 0.15, 0.41, 0.38, 0.47, -0.07, 0.04, 0.43, 0.41, 0.38, -0.11], "energy_ev": -361142.3657, "total_charge": 0, "e_lumo_ha": -0.03439}